# 1
Computed, not measured: a molecular structure, H26NeO13, with the ωB97M-V functional and the def2-TZVPD basis.

## Properties
Lowest unoccupied orbital energy (eV): -0.48
Relative energy (zero: lowest compared OMol25 entry of this formula, charge and spin) (kJ/mol): 70.9
Kohn-Sham gap (eV): 9.04
Molecular weight (u): 254.4

The geometry in ORCA input format:
```
! wB97M-V def2-TZVPD RIJCOSX def2/J DEFGRID3
* xyz 0 1
Ne -0.76 -0.15 -0.06
O 3.22 0.66 1.45
H 3.58 0.33 2.27
H 2.44 1.16 1.71
O 2.47 -0.68 -0.83
H 2.74 -0.12 -0.09
H 2.48 -1.57 -0.47
O 0.88 1.96 2.47
H 0.70 2.67 3.08
H 0.33 1.23 2.77
O 1.48 -3.20 0.03
H 0.65 -3.52 -0.32
H 2.00 -3.98 0.18
O -1.96 2.80 1.84
H -1.40 2.20 2.34
H -2.85 2.49 1.99
O 0.43 -1.26 -2.82
H 0.03 -2.04 -2.43
H 1.02 -0.93 -2.15
O 1.71 2.80 -0.46
H 1.01 2.86 0.19
H 1.27 2.47 -1.25
O -2.03 2.18 -0.98
H -2.19 1.32 -1.38
H -1.95 2.00 -0.05
O -0.11 -2.22 2.00
H 0.58 -2.35 2.64
H 0.32 -2.37 1.15
O 0.28 2.24 -2.61
H 0.41 2.96 -3.23
H -0.64 2.31 -2.35
O -1.29 0.02 3.09
H -0.89 -0.76 2.72
H -2.21 -0.05 2.84
O -1.29 -3.35 -1.58
H -1.61 -3.99 -2.22
H -1.58 -3.68 -0.73
O -2.45 0.24 -3.01
H -1.66 -0.30 -3.03
H -3.14 -0.35 -2.71
*
```

---

# 2
Computed, not measured: 10 unconnected molecules or ions with the total composition C40H102F9N7O13, with the ωB97M-V functional and the def2-TZVPD basis.

## Properties
Lowest unoccupied orbital energy (eV): -6.87
Relative energy (zero: lowest compared OMol25 entry of this formula, charge and spin) (kJ/mol): 1666.1
Kohn-Sham gap (eV): 0.98
Molecular weight (u): 1060.3

The geometry in ORCA input format:
```
! wB97M-V def2-TZVPD RIJCOSX def2/J DEFGRID3
* xyz 4 1
C -16.89 3.79 18.41
C -18.32 4.29 18.52
C -19.39 3.18 18.42
O -19.18 2.23 19.47
C -20.02 1.06 19.28
N -18.44 5.07 19.86
H -18.27 4.48 20.67
H -17.79 5.82 20.06
H -19.36 5.44 20.07
H -16.53 3.51 17.42
H -16.77 2.93 19.07
H -16.26 4.61 18.76
H -18.46 5.08 17.79
H -19.50 2.81 17.40
H -20.34 3.71 18.56
H -21.04 1.37 19.53
H -19.73 0.23 19.91
H -19.98 0.64 18.27
C -7.56 13.68 16.13
C -6.02 13.81 16.33
C -5.31 14.68 15.33
O -4.22 15.43 15.81
C -4.01 16.56 15.08
N -5.77 14.40 17.76
H -6.19 15.31 17.83
H -6.14 13.83 18.50
H -4.77 14.59 17.80
H -8.10 13.17 16.92
H -7.89 13.17 15.22
H -7.98 14.68 16.16
H -5.51 12.87 16.56
H -6.09 15.33 14.92
H -4.98 14.06 14.50
H -3.63 16.24 14.11
H -3.15 17.04 15.53
H -4.80 17.28 14.87
C -20.69 13.72 25.67
C -20.25 12.70 26.75
C -21.48 12.25 27.53
O -21.30 11.17 28.34
C -22.37 10.84 29.25
N -19.54 11.40 26.11
H -18.85 11.59 25.39
H -19.03 10.91 26.83
H -20.27 10.84 25.70
H -19.85 14.03 25.05
H -21.10 14.56 26.24
H -21.46 13.43 24.96
H -19.58 13.26 27.40
H -22.26 12.04 26.79
H -21.90 13.11 28.05
H -23.29 10.50 28.77
H -22.52 11.66 29.96
H -21.98 10.04 29.87
C -9.41 10.46 26.40
C -10.53 10.82 25.47
C -10.60 12.30 25.18
O -9.42 12.76 24.49
C -8.82 14.04 24.89
N -10.47 10.00 24.22
H -10.54 9.01 24.37
H -11.26 10.30 23.66
H -9.62 10.32 23.77
H -9.31 9.38 26.35
H -9.79 10.71 27.39
H -8.44 10.92 26.19
H -11.53 10.63 25.86
H -10.75 12.93 26.06
H -11.44 12.60 24.55
H -7.94 14.07 24.25
H -8.49 14.16 25.93
H -9.56 14.81 24.67
C -10.29 8.81 8.21
C -10.27 10.27 8.50
C -11.61 10.85 8.93
O -11.61 12.01 9.75
C -12.85 12.15 10.43
N -9.23 10.45 9.67
H -8.37 9.94 9.79
H -8.98 11.43 9.67
H -9.74 10.32 10.54
H -10.62 8.09 8.96
H -9.34 8.43 7.83
H -10.95 8.54 7.38
H -9.82 10.76 7.64
H -12.21 10.08 9.42
H -12.09 11.15 8.00
H -13.57 12.52 9.71
H -12.71 12.87 11.23
H -13.17 11.21 10.89
C -6.61 20.20 30.85
C -7.90 20.83 31.14
C -8.28 21.73 29.97
O -8.88 20.99 28.91
C -9.48 21.89 27.90
N -8.90 19.68 31.48
H -9.84 20.00 31.61
H -8.80 19.03 30.71
H -8.53 19.16 32.27
H -5.92 21.02 30.65
H -6.45 19.41 30.12
H -6.20 19.77 31.77
H -7.88 21.48 32.01
H -7.52 22.44 29.63
H -8.99 22.37 30.49
H -8.82 22.69 27.58
H -10.44 22.30 28.23
H -9.77 21.35 27.00
C -25.98 17.90 19.14
C -25.47 18.83 20.19
C -24.33 19.72 19.69
O -23.79 20.65 20.62
C -22.94 20.03 21.66
N -26.57 19.71 20.89
H -27.38 19.15 21.12
H -26.29 20.26 21.69
H -26.81 20.42 20.20
H -26.48 18.29 18.25
H -26.68 17.18 19.57
H -25.21 17.26 18.73
H -25.04 18.26 21.02
H -24.66 20.40 18.90
H -23.53 19.11 19.27
H -22.13 19.47 21.19
H -23.53 19.40 22.32
H -22.54 20.86 22.24
C -14.78 27.03 23.11
O -14.76 25.96 22.16
O -13.43 27.04 23.58
C -15.58 28.31 22.56
F -14.94 28.87 21.62
F -16.81 28.17 22.10
F -15.67 29.32 23.51
C -15.93 25.22 21.87
C -15.69 24.39 20.54
H -15.97 23.34 20.49
H -16.01 24.94 19.66
H -14.62 24.33 20.34
H -16.82 25.77 21.58
H -16.25 24.58 22.69
H -15.46 26.59 23.83
C -17.05 4.38 9.10
O -17.65 3.32 8.33
O -17.24 5.57 8.34
C -17.70 4.27 10.55
F -19.07 4.43 10.58
F -17.46 3.15 11.25
F -17.27 5.20 11.36
C -16.76 2.57 7.41
C -17.59 1.45 6.84
H -18.50 1.86 6.40
H -16.96 0.95 6.11
H -18.01 0.80 7.61
H -15.91 2.17 7.97
H -16.38 3.23 6.63
H -15.98 4.19 9.23
C -15.09 12.92 19.89
O -15.33 14.14 20.65
O -15.13 11.83 20.84
C -16.07 12.94 18.68
F -16.08 11.90 17.94
F -17.38 13.10 19.05
F -15.68 13.94 17.88
C -14.52 15.30 20.38
C -14.98 16.28 21.51
H -14.32 17.14 21.50
H -15.97 16.71 21.37
H -15.02 15.84 22.51
H -14.70 15.66 19.36
H -13.43 15.22 20.42
H -14.09 12.97 19.46
*
```

---

# 3
Computed, not measured: a molecular structure, C12H22FLuN2O4, with the ωB97M-V functional and the def2-TZVPD basis.

## Properties
Lowest unoccupied orbital energy (eV): -10.47
Kohn-Sham gap (eV): 3.17
Molecular weight (u): 452.3

The geometry in ORCA input format:
```
! wB97M-V def2-TZVPD RIJCOSX def2/J DEFGRID3
* xyz 2 1
N -1.91 3.27 -2.21
C -1.12 3.05 -3.44
C -0.67 1.60 -3.34
C 0.54 1.39 -2.35
C 0.10 0.40 -1.25
C 1.12 -0.43 -0.52
C 0.90 -0.06 0.96
C 1.45 1.37 1.25
C 0.46 2.51 1.12
F 1.16 3.66 1.38
O 1.60 -0.85 1.87
C 1.37 -2.22 1.74
O 2.07 -2.83 1.03
C 0.28 -2.90 2.51
C 0.57 -4.38 2.83
N -0.70 -5.12 2.90
C -0.67 -0.11 1.28
O -1.59 -0.50 0.34
O -1.05 0.18 2.35
H -1.91 4.27 -2.00
H -2.88 3.08 -2.44
H -0.22 3.64 -3.52
H -1.74 3.14 -4.32
H -0.45 1.16 -4.30
H -1.60 1.08 -2.96
H 0.90 2.32 -1.94
H 1.28 0.86 -2.93
H -0.60 0.88 -0.51
H -0.51 -0.39 -1.81
H 2.12 -0.19 -0.86
H 1.01 -1.48 -0.76
H 2.35 1.54 0.68
H 1.76 1.36 2.29
H -0.34 2.48 1.84
H 0.05 2.66 0.12
H -0.63 -2.89 1.91
H 0.01 -2.37 3.41
H 1.09 -4.48 3.77
H 1.13 -4.86 2.05
H -0.96 -5.34 1.95
H -1.42 -4.57 3.32
Lu -2.35 0.06 -1.45
*
```

---

# 4
Computed, not measured: a gas-phase ion, C6H10N3O3S (charge +1), with the ωB97M-V functional and the def2-TZVPD basis.

## Properties
Lowest unoccupied orbital energy (eV): -4.92
Relative energy (zero: lowest compared OMol25 entry of this formula, charge and spin) (kJ/mol): 150.6
Kohn-Sham gap (eV): 8.88
Structure (SMILES): Cc1cn(S(N)(=O)=O)c(=O)[n+](C)c1
Molecular weight (u): 204.2

The geometry in ORCA input format:
```
! wB97M-V def2-TZVPD RIJCOSX def2/J DEFGRID3
* xyz 1 1
C -2.50 -1.03 -1.56
C -1.33 -0.61 -0.69
C -0.19 -0.21 -1.38
N 0.73 0.31 -0.68
S 2.18 1.01 -1.42
N 3.27 0.30 -0.46
O 1.99 0.58 -2.79
O 2.12 2.35 -0.99
C 0.58 0.45 0.93
O 1.58 0.82 1.46
N -0.59 0.10 1.46
C -0.67 0.02 2.96
C -1.55 -0.43 0.63
H -2.92 -0.19 -2.24
H -3.28 -1.39 -0.99
H -2.40 -1.98 -2.17
H -0.10 -0.24 -2.39
H 4.07 -0.20 -0.70
H 3.46 0.86 0.33
H -1.66 -0.50 3.18
H -0.64 1.00 3.25
H 0.30 -0.27 3.35
H -2.45 -0.77 0.91
*
```

---

# 5
Computed, not measured: 2 unconnected molecules or ions with the total composition C7H8FO2, with the ωB97M-V functional and the def2-TZVPD basis.

## Properties
Lowest unoccupied orbital energy (eV): 3.55
Relative energy (zero: lowest compared OMol25 entry of this formula, charge and spin) (kJ/mol): 199.9
Kohn-Sham gap (eV): 7.94
Molecular weight (u): 143.1

The geometry in ORCA input format:
```
! wB97M-V def2-TZVPD RIJCOSX def2/J DEFGRID3
* xyz -1 1
C -0.61 -0.93 2.44
C -0.80 -1.05 1.10
C 0.64 1.51 -0.40
C 0.27 0.39 -0.93
C -0.14 -2.52 -0.91
C 0.38 2.91 -1.08
C 0.24 -1.41 0.17
O 0.57 -3.50 -1.15
O -1.19 -2.22 -1.56
F 1.44 -1.65 0.72
H -1.36 -0.64 3.12
H 0.40 -1.15 2.77
H -1.63 -0.89 0.43
H 1.08 1.60 0.63
H -0.27 0.17 -1.90
H 0.84 3.48 -0.26
H -0.68 2.94 -1.21
H 0.82 2.97 -1.99
*
```

---

# 6
Computed, not measured: 2 unconnected molecules or ions with the total composition C2H2FI3O, with the ωB97M-V functional and the def2-TZVPD basis.

## Properties
Lowest unoccupied orbital energy (spin up / spin down) (eV): -0.03 / -3.39
Relative energy (zero: lowest compared OMol25 entry of this formula, charge and spin) (kJ/mol): 0.0
Kohn-Sham gap (spin up / spin down) (eV): 8.41 / 5.64
Molecular weight (u): 441.7

The geometry in ORCA input format:
```
! wB97M-V def2-TZVPD RIJCOSX def2/J DEFGRID3
* xyz 0 3
C 0.71 1.74 -0.45
C 0.83 0.74 -1.29
O 1.91 -0.05 -1.30
F -0.04 0.35 -2.21
I -1.10 2.87 -0.64
I -3.30 1.40 1.12
I 4.22 0.76 1.29
H 1.35 2.15 0.25
H 1.88 -0.83 -1.99
*
```